{"formula": "C5H7N2", "method": "ωB97M-V/def2-TZVPD", "species": ["C", "C", "C", "C", "N", "C", "N", "H", "H", "H", "H", "H", "H", "H"], "positions_angstrom": [[-2.535, -0.589, 0.127], [-1.438, 0.375, 0.017], [-0.790, 1.441, 0.393], [0.061, 0.645, -0.448], [1.426, 0.170, 0.107], [2.612, 0.061, 0.080], [3.880, -0.171, 0.050], [-3.073, -0.387, -0.789], [-3.170, -0.277, 0.908], [-2.300, -1.610, 0.220], [-0.796, 2.513, 0.762], [0.398, 1.052, -1.485], [4.735, 0.363, 0.426], [4.036, -1.122, -0.271]], "atomic_forces_ev_per_a": [[-0.1, 1.7, -1.4], [3.6, -0.2, 1.0], [-0.7, 2.2, 0.4], [0.5, 0.8, -2.3], [2.8, -0.5, 0.2], [-4.2, 1.2, 0.4], [1.6, -0.3, 0.3], [-0.6, -0.6, -0.4], [-0.7, 0.3, 1.1], [0.7, -1.1, 0.0], [-0.2, -1.8, -0.2], [-1.0, -1.1, 1.7], [-2.4, -0.8, -0.7], [0.7, 0.1, 0.0]], "smiles": "CC1=C[C@H]1N=C=[NH2+]", "lumo_energy_ha": -0.1256, "charge": 1, "multiplicity": 1, "e_tot_ev": -8267.85751, "homo_energy_ev": -14.15, "gap_ev": 10.7}